The following is a DFT calculation (ωB97M-V/def2-TZVPD) of an isolated molecule of C17H17ClN2O3.

Summary:
maximum force = 0.52 eV/Å
ΔE to the lowest compared entry with this formula, charge and spin = 56.5 kJ/mol
structure (SMILES) = CN(Cc1ccccc1)C(=O)COC(=O)c1ccc(Cl)cc1N
Kohn-Sham gap = 8.564 eV

```
! wB97M-V def2-TZVPD RIJCOSX def2/J DEFGRID3
* xyz 0 1
Cl -7.877 -0.964 0.154
O -0.349 -0.013 -1.762
O -1.328 0.102 0.631
O -2.047 2.204 0.966
N 1.673 0.839 -1.244
N -2.973 -1.246 -1.032
C 3.951 -2.178 0.674
C 5.465 -0.521 1.507
C 2.658 1.275 -0.284
C 3.505 0.153 0.280
C -2.295 1.047 0.722
C 2.148 0.691 -2.603
C -6.254 -0.392 0.295
C 3.152 -1.181 0.138
C -3.921 -0.599 -0.317
C -5.257 -1.026 -0.409
C 0.430 0.430 -0.934
C -3.642 0.495 0.534
C -4.684 1.138 1.204
C 0.004 0.557 0.533
C 4.670 0.474 0.969
C 5.107 -1.851 1.359
C -5.987 0.706 1.106
H -6.783 1.200 1.638
H -3.284 -1.883 -1.745
H 2.253 -1.451 -0.397
H 2.429 1.665 -3.010
H 1.344 0.269 -3.203
H -4.436 1.989 1.819
H -2.055 -0.836 -1.155
H 4.951 1.511 1.083
H 0.044 1.604 0.861
H 2.171 1.806 0.539
H 3.014 0.027 -2.631
H 0.625 -0.069 1.179
H 3.314 1.994 -0.787
H -5.496 -1.864 -1.047
H 5.729 -2.629 1.776
H 3.665 -3.212 0.554
H 6.367 -0.258 2.039
*
```

The following is a DFT calculation (ωB97M-V/def2-TZVPD) of an isolated molecule of C6H10O.

Summary:
maximum force = 0.48 eV/Å
ΔE to the lowest compared entry with this formula, charge and spin = 409.2 kJ/mol
Kohn-Sham gap = 8.154 eV

```
! wB97M-V def2-TZVPD RIJCOSX def2/J DEFGRID3
* xyz 0 1
O 0.175 -1.542 -0.468
C -0.053 1.733 0.128
C 0.532 0.537 0.902
C -1.436 1.266 -0.243
C -0.376 -0.650 0.584
C 1.868 -1.465 -0.772
C -1.633 -0.024 0.038
H 1.761 -1.871 -1.800
H 2.110 -2.366 -0.176
H -2.539 -0.591 -0.159
H 1.555 0.284 0.599
H 0.532 1.968 -0.771
H 0.495 0.722 1.979
H -2.175 1.919 -0.701
H -0.527 -1.323 1.431
H -0.210 -1.243 -1.305
H -0.078 2.646 0.734
*
```

The following is a DFT calculation (ωB97M-V/def2-TZVPD) of an isolated ion of composition C4H8NO and charge +1.

Summary:
maximum force = 4.66 eV/Å
ΔE to the lowest compared entry with this formula, charge and spin = 348.5 kJ/mol
Kohn-Sham gap = 8.397 eV

```
! wB97M-V def2-TZVPD RIJCOSX def2/J DEFGRID3
* xyz 1 1
O -1.075 -0.205 1.258
N 0.203 0.278 -0.815
C 0.884 0.521 0.324
C 0.240 0.820 -1.919
C 0.251 -0.594 1.442
C -1.983 -0.750 0.604
H 2.022 0.289 0.314
H -0.396 0.410 -2.667
H -2.017 -1.857 0.325
H 0.714 -0.179 2.409
H 0.467 -1.665 1.167
H -2.857 -0.195 0.282
H 0.836 1.757 -2.206
H 0.681 1.482 0.902
*
```

The following is a DFT calculation (ωB97M-V/def2-TZVPD) of C3H7Ag2ClNO as an isolated structure.

Summary:
maximum force = 2.40 eV/Å
ΔE to the lowest compared entry with this formula, charge and spin = 0.0 kJ/mol
Kohn-Sham gap = 4.762 eV

```
! wB97M-V def2-TZVPD RIJCOSX def2/J DEFGRID3
* xyz 1 1
Ag 3.674 -0.960 1.434
Ag 4.093 2.139 2.950
Cl 2.283 1.536 0.943
O -1.729 -1.343 -1.411
N -0.916 0.146 0.085
C -2.199 0.484 0.632
C -0.785 -0.755 -0.923
C 0.620 -0.900 -1.505
H -3.003 0.242 -0.054
H 0.887 0.129 -1.754
H 1.289 -1.500 -0.896
H -2.202 1.544 0.906
H -2.407 0.043 1.615
H 0.488 -1.417 -2.453
H -0.093 0.611 0.431
*
```

- Look up the maximum force of the first one.
  0.52 eV/Å

- Which formula does entry 3 have?
  C4H8NO

- Which of these has the lowest Kohn-Sham gap?
  C3H7Ag2ClNO

- Which value of ΔE to the lowest compared entry with this formula, charge and spin does entry 1 give?
  56.5 kJ/mol